Entry 1:
ORCA calculation (ωB97M-V/def2-TZVPD) on a structure of composition C29H38N9PtS3.

The geometry in ORCA input format:
```
! wB97M-V def2-TZVPD RIJCOSX def2/J DEFGRID3
* xyz 3 1
H 1.218 -4.154 6.306
H -1.610 -3.396 3.912
H -0.281 -1.653 -6.621
C -0.397 4.424 0.185
H -4.331 -2.949 -1.622
H 0.587 -0.647 -8.710
C 0.753 -4.052 5.328
H 2.926 1.620 6.420
C -0.029 2.768 -1.963
S -0.626 -0.617 -4.003
S 1.800 -0.122 -0.800
Pt -0.529 0.190 -0.658
C -3.624 0.559 -0.325
C -2.864 -1.451 -1.206
H 3.729 -1.989 -1.252
C -0.869 3.124 0.167
N 1.057 -1.693 2.661
N 2.851 -2.475 -1.333
H -6.221 -1.519 -0.878
H 0.794 5.856 -0.886
C -0.028 -2.689 2.686
H -5.731 0.783 -0.028
N 1.998 0.381 2.481
H 1.452 1.053 5.642
S -0.577 0.206 1.719
C 0.063 -0.626 -6.632
C 0.003 0.134 -5.480
H -1.394 -1.648 3.972
C 2.041 1.827 2.229
N 0.336 2.256 -4.307
H 0.105 -4.917 5.174
H 1.907 -1.981 3.131
H 1.357 1.700 -8.720
N 0.584 -2.465 -1.437
H -2.298 -4.282 -1.765
C -4.940 0.128 -0.363
H -0.744 -2.717 6.082
C -5.207 -1.144 -0.839
H 3.443 2.984 4.319
C -1.826 -3.502 -2.368
N -2.620 -0.208 -0.746
H 0.447 -3.665 2.607
H 0.530 2.283 3.685
H 0.621 -1.891 5.380
H 3.047 0.635 4.983
H -0.655 -2.545 1.809
H 1.214 3.057 -6.662
C 0.894 2.021 -6.654
C 0.548 -0.058 -7.805
C 0.355 4.866 -0.891
C -0.860 -2.603 3.962
C 0.529 4.028 -1.987
C 0.970 1.259 -7.812
H 1.377 3.679 3.018
H 2.074 3.523 5.258
C 2.429 2.712 4.622
N -0.551 -1.790 -1.180
C 1.516 2.663 3.396
H 1.461 2.028 1.329
C 0.410 1.459 -5.488
H 0.586 3.224 -4.413
N -0.677 2.309 -0.878
C -0.044 -2.752 5.247
H 2.859 -3.443 -1.618
C -1.694 -2.244 -1.586
C 0.967 -0.423 2.313
C -0.031 1.820 -3.103
H -0.603 5.066 1.030
H 3.081 2.080 2.023
H -3.371 1.547 0.036
H -2.458 -3.327 -3.240
C 1.692 -1.833 -1.212
C 2.461 1.429 5.455
C -4.152 -1.945 -1.266
H -0.852 -3.860 -2.680
N -0.430 0.610 -2.853
H 1.555 -4.102 4.585
H -1.417 2.720 1.007
H 2.810 -0.006 2.945
H 1.106 4.372 -2.834
*
```

Calculated values
- ΔE to the lowest compared entry with this formula, charge and spin: 0.00 kcal per mole
- Orbital gap: 5.3 eV
- Highest occupied orbital energy: -15.24 eV


Entry 2:
ORCA calculation (ωB97M-V/def2-TZVPD) on a structure of composition C29H39BN6O6PS2Ti.

The geometry in ORCA input format:
```
! wB97M-V def2-TZVPD RIJCOSX def2/J DEFGRID3
* xyz 1 1
C -1.847 2.745 0.541
P -1.010 1.255 -1.534
H -4.438 0.359 -1.899
H 5.530 3.729 2.977
H 2.430 0.007 5.545
N -0.856 0.092 2.968
H -2.095 1.451 4.082
C 2.646 -2.083 -2.260
H -2.904 -4.763 3.427
C 2.732 2.361 1.653
H 1.046 3.007 -3.783
H -3.025 -0.548 -3.770
O 0.124 2.098 -2.238
C -1.119 1.014 3.960
Ti 0.386 -0.494 -0.251
C 1.645 -3.383 -4.502
H -0.481 -5.393 0.739
C -3.759 -0.478 -1.740
O 0.551 -0.983 -2.039
S -0.713 -2.696 -0.346
H 3.563 -4.342 -4.611
H -3.082 -2.048 3.845
O 1.015 1.194 0.459
H -1.222 3.640 0.531
H -3.839 2.140 1.083
H -2.160 -5.575 0.193
C 2.953 -3.636 -4.065
B -1.807 -0.444 1.879
C -2.540 -3.935 2.847
H 2.892 -0.388 3.873
H -2.856 0.135 1.942
C 1.336 -1.838 -2.683
C 3.459 -2.987 -2.970
C 0.433 -0.269 3.055
H -4.324 -1.407 -1.832
C 0.838 -2.484 -3.836
H 3.836 5.106 4.131
H 4.476 -3.155 -2.641
H 1.431 4.735 3.690
H -1.926 3.615 -3.310
O -1.985 2.297 -0.824
H -1.307 -0.230 0.771
H 2.834 1.310 4.392
C -2.626 -2.603 3.045
H -3.719 3.798 0.476
C 0.021 1.203 4.660
C 2.174 4.127 3.190
S 1.178 -1.418 2.015
C 3.198 -1.275 -1.213
C 2.376 0.328 4.507
N 2.475 -0.508 -0.470
H 0.239 1.830 5.506
H 1.274 -3.902 -5.374
N -1.843 -4.116 1.669
H 4.819 1.960 1.394
C 2.299 1.270 0.757
H -3.374 -0.421 -0.720
H -1.933 -1.282 -2.592
C -1.521 -2.913 1.164
C -3.224 3.040 1.081
C 0.024 2.720 -3.545
H -0.580 4.643 -2.789
C 3.525 4.336 3.437
C 4.087 2.574 1.899
H -1.674 -6.177 1.794
C 4.478 3.561 2.789
H 4.277 -1.227 -1.083
C -0.978 -2.796 -5.319
C -0.902 3.913 -3.531
H -3.148 3.413 2.103
H -1.019 -3.879 -5.183
H -1.334 1.982 1.126
O -1.912 0.782 -2.746
N 3.153 0.411 0.310
C -1.521 -5.395 1.056
H -1.986 -2.407 -5.425
H -0.888 4.390 -4.512
N -1.990 -1.972 1.994
C -2.640 -0.469 -2.755
C 1.778 3.143 2.297
H -0.303 1.962 -4.256
H -0.401 -2.561 -6.216
O -0.430 -2.158 -4.176
N 0.984 0.393 4.087
H 0.729 2.967 2.102
*
```

Calculated values
- ΔE to the lowest compared entry with this formula, charge and spin: 1.03 kcal per mole
- Orbital gap: 7.7 eV
- Highest occupied orbital energy: -10.64 eV


Entry 3:
ORCA calculation (ωB97M-V/def2-TZVPD) on a structure of composition C29H39BrCoN4O6.

The geometry in ORCA input format:
```
! wB97M-V def2-TZVPD RIJCOSX def2/J DEFGRID3
* xyz 0 2
H -0.260 -2.977 3.416
C 1.260 7.198 0.426
H -3.851 -5.377 1.310
H 0.481 0.262 -0.540
C 1.368 -1.772 -5.147
C 1.278 5.807 0.384
H -1.911 -2.297 3.177
H -2.652 3.140 0.398
C 2.956 -2.265 0.171
H 3.683 -2.253 -0.646
H 4.802 -0.644 0.595
C -2.845 -5.228 0.905
H -1.452 -0.258 3.582
O 0.697 1.153 -0.167
H -4.079 2.687 1.359
H -2.449 -6.203 0.594
H -0.142 2.957 0.093
C -0.060 -1.394 -1.955
Br 6.603 1.624 0.908
C -1.678 0.570 1.594
O 0.160 -3.759 1.016
C -1.639 -5.469 2.986
C -1.104 -2.196 -5.133
H -1.785 1.939 3.931
C 0.463 -5.048 0.535
H -0.979 -6.287 2.664
C 0.034 7.829 0.404
C -0.840 -0.110 2.683
O -0.330 -1.334 2.211
H 1.365 -1.769 -6.236
H 2.182 7.753 0.471
H 2.262 -3.085 0.031
N 2.329 4.936 0.395
H -1.128 -2.192 -6.222
C 2.808 0.099 0.270
H -3.414 1.557 0.151
H -2.098 5.175 0.268
C -2.059 2.534 3.064
C 4.724 1.491 0.629
H -2.961 3.099 3.304
C -0.008 -1.323 -3.166
H -2.067 -1.862 -4.754
H -1.255 3.250 2.858
Co -0.450 -1.667 -0.122
H -1.191 0.523 -4.724
C -1.160 7.105 0.362
H -2.553 -5.917 3.385
C -0.238 0.160 -5.104
H -0.013 8.909 0.415
C 1.805 3.738 0.309
O -1.764 0.072 0.478
C 2.587 2.517 0.325
C 4.168 0.224 0.503
C 3.960 2.631 0.565
H 0.547 0.829 -4.755
N -2.324 1.709 1.907
H 1.289 -4.955 -0.175
H -1.153 -4.914 3.783
H -0.379 -5.499 0.011
C -1.168 5.725 0.309
H 2.177 -1.132 -4.799
H 3.463 -2.390 1.132
C -3.166 2.314 0.893
H -0.261 0.188 -6.193
H 4.387 3.613 0.688
H 0.015 0.532 2.934
C 2.013 1.254 0.131
H -2.101 7.636 0.370
C -0.948 -2.513 2.705
O -1.854 -2.809 0.533
H 0.777 -5.701 1.362
H -2.905 -4.563 0.045
O 2.160 -1.099 0.160
N 0.434 3.767 0.258
H -0.939 -3.214 -4.785
H 1.559 -2.785 -4.800
C 0.061 5.082 0.302
N -2.017 -4.588 1.911
C 0.014 -1.275 -4.627
C -1.241 -3.466 1.493
*
```

Calculated values
- ΔE to the lowest compared entry with this formula, charge and spin: 27.07 kcal per mole
- Orbital gap (alpha / beta): 7.6 / 8.3 eV
- <S²>: 0.7600
- Highest occupied orbital energy (alpha / beta): -8.07 / -8.07 eV


Entry 4:
ORCA calculation (ωB97M-V/def2-TZVPD) on a structure of composition C29H39N3OV.

The geometry in ORCA input format:
```
! wB97M-V def2-TZVPD RIJCOSX def2/J DEFGRID3
* xyz 0 4
H -2.659 -3.119 0.924
H -2.592 0.395 -2.868
C 3.672 -1.946 -2.364
C 1.262 -1.699 4.861
H -1.073 -3.611 0.348
H -2.481 -1.857 -2.608
H -0.585 1.273 -4.670
H 2.959 -3.090 0.813
H 4.473 0.093 -0.977
H 2.826 -3.845 -0.761
H 3.643 -1.009 -2.919
C 0.000 1.262 2.869
H -0.070 3.091 -3.149
C 0.717 -0.060 3.224
C 0.013 0.055 -1.531
C -1.604 3.247 1.242
H -1.559 -3.261 -2.058
C -0.560 1.101 -2.500
H -4.051 5.555 1.558
C 3.281 -1.731 -0.892
H 0.180 3.766 2.253
C 2.556 -1.421 2.884
H -3.699 -1.333 0.483
H -0.477 -0.396 -4.090
H 2.989 -2.643 -2.850
C -1.679 -2.748 0.625
V 0.754 0.093 0.675
O -0.745 1.765 3.700
N 0.353 1.768 1.672
H 4.685 -2.346 -2.437
C -3.566 2.412 0.451
C -2.938 -0.777 -0.070
H 1.071 -2.198 5.802
H 4.415 -3.405 -0.134
H -1.219 -2.280 1.501
N 1.733 -0.467 2.441
C -2.308 -2.525 -1.766
H -1.624 5.247 2.019
N -2.269 2.243 0.694
H 0.366 3.462 0.520
C -0.122 3.101 1.433
C 1.861 -1.204 -0.867
C -0.477 -1.116 -0.838
C -2.210 4.460 1.565
C 4.257 -0.715 -0.278
C -2.070 1.285 -2.511
C 0.427 -0.692 4.430
H 3.072 -2.798 4.426
C -1.846 -1.750 -0.531
H -2.445 1.565 -1.532
C 0.039 2.488 -2.247
H -0.416 -0.333 5.001
C 1.439 0.001 -1.455
C -0.142 0.626 -3.909
H 0.662 -2.839 0.016
C 2.369 -2.047 4.098
C -3.555 4.625 1.308
H -2.538 -0.009 0.595
H 0.940 0.643 -4.038
C 3.373 -3.089 -0.194
H 3.374 -1.683 2.229
C -4.259 3.574 0.734
H -4.075 1.565 0.004
H 5.206 -1.188 -0.023
C 0.689 -1.880 -0.476
H -5.313 3.648 0.515
H 2.099 0.725 -1.913
H -3.242 -3.053 -1.564
H -3.445 -0.285 -0.887
H 1.098 2.466 -1.989
H 3.854 -0.248 0.623
H -2.305 2.098 -3.202
H -0.493 2.995 -1.440
*
```

Calculated values
- ΔE to the lowest compared entry with this formula, charge and spin: 28.06 kcal per mole
- Orbital gap (alpha / beta): 7.4 / 8.1 eV
- <S²>: 3.7681
- Highest occupied orbital energy (alpha / beta): -7.08 / -8.17 eV


Entry 5:
ORCA calculation (ωB97M-V/def2-TZVPD) on an isolated molecule of C29H39NO5.

The geometry in ORCA input format:
```
! wB97M-V def2-TZVPD RIJCOSX def2/J DEFGRID3
* xyz 0 1
H 4.960 -3.067 -0.091
H -0.745 -2.036 3.695
H -3.713 3.043 -2.240
H -5.052 2.736 -2.802
O -5.009 -1.119 -0.972
C -1.518 -1.225 -0.832
H -3.672 2.200 -3.790
H -4.317 -1.127 3.609
H 2.092 -4.814 -1.632
C 1.752 -0.759 -0.197
H 4.161 -4.361 0.708
H 1.346 0.222 2.962
C 1.441 -0.719 -1.372
H -3.075 -2.092 2.874
C 2.680 -1.957 0.158
C -3.717 -0.765 -1.123
H 1.488 -4.377 -0.055
H -5.247 -3.152 -0.767
C 1.214 2.504 1.509
H -0.607 -2.068 -0.493
H -0.341 -0.415 4.627
O 0.084 2.900 -2.693
C 1.746 -4.083 -0.903
C 3.186 -2.341 -2.127
C 1.060 1.281 0.369
O 1.713 -1.300 -3.864
H 4.340 -4.591 -1.128
H 3.415 -2.973 -2.663
H 0.369 2.839 1.667
C 0.946 -0.315 2.044
H 3.784 -1.580 0.586
H 3.257 4.530 -0.428
C -3.222 -1.263 3.246
O -4.439 1.242 -1.933
C 1.696 3.714 0.466
H -5.072 -2.455 0.775
H -6.495 -2.252 -0.359
H 2.394 -2.406 1.203
C -2.689 -1.586 -0.702
C -3.233 0.448 -1.853
H -2.893 -2.636 -0.111
H -0.927 0.704 2.456
C -0.524 -0.428 2.220
C 4.113 -3.660 -0.315
C 3.049 3.581 0.065
C 0.331 2.978 -1.542
H 3.054 2.825 -0.707
H -1.131 -0.850 1.687
C 0.280 0.309 -1.668
H 3.784 3.317 0.614
H 2.474 4.627 2.448
C 2.961 -3.114 -0.821
H 1.339 -1.296 2.751
C 0.575 1.744 -0.879
H 2.111 5.642 1.134
H 2.144 2.195 2.032
C 0.679 4.118 -0.439
C -2.029 0.623 -1.880
H 1.058 -3.474 -1.259
H -0.296 4.047 -0.001
C -0.929 -0.965 3.647
H -1.715 1.538 -2.393
H -3.129 -0.797 2.171
C 1.709 4.858 1.715
N 1.254 0.063 0.715
H 0.965 5.079 -1.085
H 0.510 0.758 -2.705
O -2.163 -0.588 3.994
C -5.405 -2.270 -0.204
C 2.082 -1.207 -2.497
C -1.037 -0.030 -1.644
C -4.246 2.258 -2.943
H 4.072 -1.573 -2.033
H 0.919 5.166 1.998
*
```

Calculated values
- ΔE to the lowest compared entry with this formula, charge and spin: 638.18 kcal per mole
- Orbital gap: 6.9 eV
- Highest occupied orbital energy: -7.18 eV
- SMILES string: COCCCN1C2=C(C(=O)CC(C)(C)C2)C(c2ccc(OC)c(OC)c2)C2=C1CC(C)(C)CC2=O


Entry 6:
ORCA calculation (ωB97M-V/def2-TZVPD) on a cluster of 2 separate species, C29H40BrCl2F9N4O3PS in total.

The geometry in ORCA input format:
```
! wB97M-V def2-TZVPD RIJCOSX def2/J DEFGRID3
* xyz 1 1
H -0.792 -3.132 2.737
H 5.984 -1.235 -2.933
N 2.034 -0.620 -2.520
H 4.229 -2.441 0.877
F 3.825 -4.588 -2.157
O -0.366 -0.597 -3.989
H -1.585 1.725 -5.081
C -0.141 0.716 1.670
H -0.351 -4.342 1.509
C -0.292 -2.316 0.810
C -6.349 2.049 3.752
C -4.639 0.247 4.575
H -1.920 -3.565 1.463
H -1.399 1.035 3.367
H 3.922 0.610 0.928
C -1.102 1.643 -0.310
H 5.343 -0.107 -0.283
C 1.003 -1.942 0.780
C 2.260 2.287 0.999
C 4.999 -0.258 -1.307
O -1.064 -1.791 -4.262
F -3.716 0.019 5.545
H 0.559 2.460 -2.228
F -9.418 -1.128 4.956
H 4.570 -2.205 -1.199
Cl 1.847 -2.939 1.993
H -4.116 0.199 3.614
C -0.869 -3.400 1.683
H -6.145 1.643 2.761
C 0.318 2.147 -4.205
H 1.809 2.606 -0.892
H 1.218 -3.007 -1.601
C 0.912 0.396 -2.136
H 0.637 0.187 2.192
C 2.292 -2.883 -1.455
H -1.079 1.792 -1.380
C -0.304 -0.429 -2.573
C 2.683 -1.373 -1.317
H 1.583 -1.419 -2.966
C 2.961 -3.623 -2.641
C -0.049 0.984 0.285
F -7.769 -0.180 6.025
Br 0.909 1.421 -5.936
N 4.420 -1.620 1.437
H 7.822 0.317 -3.280
F -4.262 2.530 4.679
C 2.419 2.632 2.133
H -9.527 0.707 5.741
H -6.229 3.127 3.658
C -2.220 1.860 1.558
H -0.295 -1.442 -2.169
C -1.268 1.184 2.304
H 3.545 -2.971 -3.292
H -0.414 -2.511 -4.243
H -1.681 1.651 -3.350
F -9.483 0.986 3.195
H 6.968 -1.163 -1.431
C -8.374 0.699 3.904
H 7.326 1.315 -1.899
Cl -1.556 -1.600 -0.132
H 2.047 2.099 -2.919
H 0.601 3.190 -4.327
F -5.780 1.737 6.020
C 6.303 -0.611 -2.095
C -8.823 0.055 5.220
H 2.818 2.974 3.060
C 1.170 0.487 -0.537
H -1.247 -0.017 -2.219
H -3.077 2.252 2.106
H 2.204 -4.129 -3.246
H 2.643 -3.440 -0.586
N -2.226 2.121 0.267
F -7.639 -0.142 3.151
S 3.056 -0.298 -3.949
O -7.713 1.894 4.110
C 6.973 0.637 -2.675
C 2.141 1.718 -0.358
H 6.280 1.142 -3.353
N 4.073 -1.372 -1.477
H 2.612 -0.286 2.515
H 3.165 1.511 -0.675
H -1.583 3.237 -4.235
F -5.537 -0.747 4.654
H 4.668 0.679 -1.756
C 1.819 -0.891 -0.023
H 3.670 0.858 -3.635
C -5.278 1.621 4.777
C -1.239 2.209 -4.170
C 1.021 1.730 -2.902
P 3.252 -0.566 1.291
*
```

Calculated values
- Orbital gap: 8.2 eV
- Highest occupied orbital energy: -11.33 eV


| no. | maximum force (eV/Å) |
| --- | --- |
| 1 | 2.8 |
| 2 | 0.5 |
| 3 | 1.5 |
| 4 | 1.2 |
| 5 | 18.2 |
| 6 | 2.7 |